DFT (wB97M-V/def2-TZVPD) results for a cluster of 2 separate species, C4H8NO2 in total.

XYZ file:
```
15
Properties=species:S:1:pos:R:3
O -1.21272 -2.00789 -0.55034
C -0.17654 -2.55794 -0.11194
O 0.53595 -2.21490 0.85693
H 0.14738 -3.48129 -0.64361
C 0.89321 1.07371 -1.10870
C -0.43177 1.27445 -0.40216
C -0.35400 0.52563 1.79161
N -0.16789 1.51984 1.02669
H 0.77032 1.16047 -2.19369
H 1.61723 1.82356 -0.77975
H 1.31966 0.09251 -0.89804
H -1.08878 0.40580 -0.50173
H -1.00211 2.12959 -0.78121
H -0.78683 -0.41649 1.46445
H -0.06310 0.67296 2.83150
```

LUMO = 4.328 eV
HOMO level = -4.191 eV
total charge = -1
orbital gap = 8.5194 eV
E_tot = -362.4799 Ha